Entry 1:
DFT (the ωB97M-V functional and the def2-TZVPD basis) results for a cluster of 9 separate species, C29H61Br4N3O11 in total at a distorted geometry.

```
108
Properties=species:S:1:pos:R:3:lowdin_charge:R:1
O 1.083 2.349 23.036 0.1148
C 0.833 2.898 24.042 -0.5340
O 1.458 4.042 24.541 -0.0325
C 2.505 4.585 23.686 -0.2336
C 2.005 5.341 22.546 -0.1022
C -0.309 2.551 24.954 0.0308
H 3.173 3.745 23.452 0.1263
H 3.032 5.216 24.379 0.1164
H 2.704 6.009 22.040 0.0848
H 1.164 5.975 22.815 0.0735
H 1.515 4.727 21.717 0.0430
H 0.069 2.240 25.881 0.0756
H -0.946 1.848 24.462 0.0775
H -0.998 3.340 25.171 0.0705
O -4.489 0.516 24.738 0.0980
C -4.326 1.416 23.963 -0.5505
O -4.142 1.148 22.653 -0.0203
C -4.371 -0.266 22.440 -0.2262
C -5.822 -0.604 22.273 -0.0629
C -4.302 2.868 24.324 0.0334
H -3.903 -0.845 23.192 0.1064
H -3.850 -0.411 21.484 0.1115
H -6.410 -0.595 23.172 0.0696
H -5.818 -1.661 21.876 0.0998
H -6.303 0.025 21.483 0.0739
H -3.383 3.283 23.889 0.0703
H -4.211 2.932 25.413 0.0956
H -5.175 3.441 23.920 0.1004
O -2.805 1.195 15.196 0.0674
C -3.039 2.320 15.598 -0.6154
O -2.284 3.362 15.341 -0.0317
C -1.143 3.131 14.424 -0.2143
C -0.748 4.407 13.863 -0.1023
C -4.211 2.671 16.424 0.0251
H -1.412 2.340 13.672 0.1393
H -0.332 2.712 15.070 0.1246
H -0.565 5.129 14.689 0.0404
H -1.475 4.902 13.216 0.0901
H 0.268 4.377 13.519 0.0803
H -4.664 1.734 16.899 0.1033
H -4.983 3.159 15.784 0.1038
H -4.125 3.461 17.192 0.0631
O -3.619 6.694 27.182 0.1014
C -4.513 6.493 26.409 -0.5405
O -4.291 6.453 25.099 -0.0365
C -2.986 6.820 24.728 -0.2684
C -2.723 8.290 24.803 -0.0648
C -6.022 6.324 26.758 0.0191
H -2.993 6.385 23.654 0.1274
H -2.267 6.189 25.258 0.1197
H -1.784 8.471 24.314 0.0670
H -2.564 8.724 25.785 0.0773
H -3.531 8.860 24.261 0.1042
H -6.033 6.517 27.854 0.0796
H -6.575 5.370 26.559 0.0883
H -6.702 7.120 26.304 0.1024
Br 3.406 2.271 19.851 0.6582
C 2.648 3.297 18.407 -0.8101
C 1.832 4.461 18.820 -0.6350
Br 1.173 5.152 17.048 0.6540
H 1.964 2.721 17.805 -0.0085
H 3.443 3.609 17.701 0.0598
H 2.306 5.339 19.220 0.0466
H 0.944 4.004 19.328 -0.0223
Br -1.364 4.436 21.212 0.7442
C -2.705 3.382 20.347 -0.6612
C -2.141 2.066 19.887 -0.6256
Br -0.821 2.153 18.435 0.7851
H -3.098 3.915 19.454 0.0387
H -3.466 3.193 21.093 0.0409
H -2.876 1.387 19.514 0.0007
H -1.669 1.633 20.715 0.0394
C -6.157 6.062 16.721 0.0085
C -4.945 5.765 17.580 -0.5303
O -5.021 5.333 18.767 -0.0257
N -3.743 5.997 17.047 0.0154
C -2.445 6.146 17.647 -0.0719
H -6.686 6.908 17.139 0.0807
H -6.804 5.163 16.799 0.0982
H -5.881 6.339 15.664 0.0952
H -3.791 6.347 16.114 0.1251
H -1.760 5.401 17.171 0.0374
H -2.366 6.017 18.760 0.0755
H -2.009 7.118 17.458 0.0801
C -6.075 6.845 21.678 0.0039
C -6.932 5.584 21.852 -0.5271
O -8.025 5.633 22.451 0.0059
N -6.425 4.465 21.312 0.0002
C -7.132 3.224 21.308 -0.0604
H -6.656 7.685 21.987 0.0642
H -5.659 6.976 20.616 0.0843
H -5.085 6.787 22.160 0.0651
H -5.593 4.591 20.803 0.0712
H -7.269 2.894 22.320 0.0726
H -6.393 2.491 20.821 0.1061
H -8.054 3.340 20.806 0.0736
C -6.314 -1.388 18.384 -0.0081
C -4.981 -0.683 18.640 -0.5157
O -5.006 0.440 19.127 0.0189
N -3.834 -1.420 18.351 0.0169
C -2.584 -0.711 18.128 -0.1025
H -6.204 -2.464 18.237 0.0637
H -6.754 -1.123 17.419 0.0830
H -7.033 -1.377 19.244 0.0926
H -3.944 -2.282 17.830 0.1293
H -2.133 -0.370 19.113 0.0770
H -2.726 0.051 17.357 0.0559
H -1.864 -1.418 17.800 0.0766
```

Output
highest occupied orbital energy = -9.1 eV
SMILES = CCOC(C)=O.CCOC(C)=O.CCOC(C)=O.CCOC(C)=O.CNC(C)=O.CNC(C)=O.CNC(C)=O.BrCCBr.BrCCBr
LUMO = 0.301 eV
calculated total energy = -338226.259 eV
max |F| = 3.7 eV/Å

---

Entry 2:
DFT (the ωB97M-V functional and the def2-TZVPD basis) results for the molecule C6H14N2O at a distorted geometry.

```
23
Properties=species:S:1:pos:R:3:lowdin_charge:R:1
C 0.598 0.906 -0.770 -0.6296
C -0.538 -0.126 -0.660 -0.1648
C 1.941 0.200 -1.018 -0.0471
C 0.694 1.778 0.487 -0.0470
C -1.814 -2.044 2.133 -0.0149
N -0.559 -0.873 0.583 -0.0061
C -1.408 -2.024 0.698 -0.5163
N 0.210 1.785 -1.875 0.0566
O -2.008 -2.497 -0.235 0.0827
H 0.147 -0.681 1.276 0.1117
H 0.922 2.491 -2.033 0.0758
H 0.110 1.256 -2.735 0.0789
H -1.494 0.401 -0.749 0.1303
H -0.486 -0.817 -1.505 0.1219
H 2.741 0.934 -1.122 0.0786
H 2.192 -0.468 -0.196 0.0749
H 1.902 -0.386 -1.937 0.0806
H 1.389 2.598 0.308 0.0814
H 1.076 1.214 1.336 0.0718
H -0.279 2.201 0.729 0.0877
H -0.997 -2.395 2.763 0.0705
H -1.602 -0.862 2.227 0.1389
H -2.738 -2.590 2.294 0.0835
```

Output
highest occupied orbital energy = -9.2 eV
SMILES = CC(=O)NCC(C)(C)N
LUMO = 0.713 eV
ΔE to the lowest compared entry with this formula, charge and spin = 36.8 kcal/mol
calculated total energy = -11476.172 eV
max |F| = 3.7 eV/Å

---

Entry 3:
DFT (the ωB97M-V functional and the def2-TZVPD basis) results for a cluster of 8 separate species, C26H58O11 in total at a distorted geometry.

```
95
Properties=species:S:1:pos:R:3:lowdin_charge:R:1
C 0.009 1.823 0.075 -0.1997
C 1.000 1.371 1.112 -0.2150
O 1.940 0.456 0.517 -0.0930
O -0.646 0.630 -0.457 -0.0964
H 0.521 2.373 -0.704 0.1007
H -0.729 2.436 0.639 0.1302
H 0.443 0.855 1.905 0.1214
H 1.436 2.194 1.624 0.0954
H 2.440 1.005 -0.124 0.0689
H -0.274 0.508 -1.367 0.0436
C 2.328 -3.302 -0.226 -0.2326
C 3.050 -3.651 1.074 -0.2130
O 2.763 -5.001 1.591 -0.0772
O 2.723 -1.965 -0.630 -0.1277
H 1.221 -3.294 -0.110 0.0989
H 2.507 -3.997 -1.086 0.1307
H 2.731 -2.889 1.804 0.1205
H 4.131 -3.560 0.952 0.1196
H 1.914 -4.902 2.015 0.0642
H 2.359 -1.297 0.029 0.0719
C -2.350 -0.635 3.832 -0.2640
C -3.564 -0.197 4.586 -0.2941
O -3.516 -0.727 5.863 -0.0448
O -2.372 -2.013 3.567 -0.0777
H -1.462 -0.499 4.448 0.1279
H -2.290 -0.094 2.919 0.0950
H -4.514 -0.421 4.070 0.1193
H -3.526 0.893 4.634 0.1199
H -3.216 -1.635 5.751 0.0841
H -2.539 -2.280 2.621 0.0857
C 3.305 4.474 -2.564 -0.1483
C 2.639 3.401 -3.460 -0.1467
C 2.898 2.092 -2.719 -0.1948
O 3.206 2.433 -1.396 -0.1747
C 3.110 3.819 -1.180 -0.2018
H 2.832 5.451 -2.574 0.1052
H 4.360 4.691 -2.780 0.1090
H 2.964 3.475 -4.534 0.1256
H 1.579 3.613 -3.489 0.1019
H 3.764 1.532 -3.120 0.1346
H 1.978 1.478 -2.652 0.1032
H 3.763 4.108 -0.350 0.1200
H 2.086 4.081 -0.929 0.1085
C 6.094 2.065 2.176 -0.1561
C 5.766 3.074 3.308 -0.1721
C 4.275 3.346 3.064 -0.1822
O 3.858 2.669 1.822 -0.1957
C 4.696 1.451 1.834 -0.1667
H 6.844 1.307 2.444 0.1060
H 6.474 2.623 1.280 0.1201
H 6.448 3.936 3.174 0.1072
H 5.948 2.773 4.334 0.0991
H 3.961 4.369 2.932 0.1083
H 3.723 2.956 3.951 0.1206
H 4.616 0.915 0.870 0.1166
H 4.334 0.784 2.639 0.1231
C -0.811 -1.643 -4.342 -0.1997
C 0.239 -2.277 -3.501 -0.1824
C 1.074 -1.069 -3.242 -0.1455
O 0.110 0.056 -3.082 -0.1919
C -1.155 -0.398 -3.582 -0.1996
H -1.743 -2.297 -4.451 0.1363
H -0.391 -1.478 -5.347 0.1256
H 0.692 -3.119 -4.036 0.1290
H -0.205 -2.669 -2.535 0.1136
H 1.680 -0.919 -4.120 0.1204
H 1.649 -0.963 -2.349 0.0897
H -1.529 0.371 -4.235 0.1163
H -1.885 -0.578 -2.732 0.1307
C -5.697 0.509 0.732 -0.1726
C -4.653 0.228 -0.403 -0.1560
C -4.237 1.631 -0.799 -0.1707
O -4.427 2.382 0.426 -0.1587
C -4.946 1.541 1.476 -0.2269
H -5.963 -0.264 1.401 0.0895
H -6.636 1.025 0.346 0.1413
H -5.268 -0.280 -1.191 0.1158
H -3.873 -0.459 -0.018 0.1056
H -4.991 2.019 -1.442 0.1066
H -3.230 1.739 -1.147 0.1008
H -5.537 2.212 2.135 0.1360
H -4.104 1.077 2.017 0.1003
C -4.147 -3.608 -1.297 -0.1584
C -2.704 -3.977 -1.483 -0.1567
C -1.983 -3.096 -0.445 -0.2038
O -2.923 -2.853 0.590 -0.1596
C -4.217 -3.363 0.204 -0.1785
H -4.827 -4.416 -1.556 0.1135
H -4.456 -2.665 -1.798 0.1149
H -2.238 -3.888 -2.460 0.0979
H -2.541 -4.998 -1.085 0.1263
H -1.664 -2.139 -0.816 0.0885
H -1.074 -3.666 -0.058 0.1272
H -4.888 -2.585 0.491 0.0961
H -4.539 -4.223 0.727 0.1068
```

Output
highest occupied orbital energy = -9.3 eV
SMILES = C1CCOC1.C1CCOC1.C1CCOC1.C1CCOC1.C1CCOC1.OCCO.OCCO.OCCO
LUMO = 0.645 eV
calculated total energy = -50420.386 eV
max |F| = 3.2 eV/Å

---

Entry 4:
DFT (the ωB97M-V functional and the def2-TZVPD basis) results for the molecule C10H11N at a distorted geometry.

```
22
Properties=species:S:1:pos:R:3:lowdin_charge:R:1
C -0.302 1.820 2.320 -0.1197
C 0.770 2.521 1.888 -0.0912
C -0.732 0.707 1.606 -0.0194
C 1.512 2.252 0.682 0.0095
C -0.008 0.419 0.448 -0.0803
C 1.176 1.091 0.025 -0.1711
C 1.486 -1.062 -0.789 -0.0749
C 0.074 -0.478 -0.761 -0.3015
C -1.327 -2.459 -1.257 -0.1006
C -1.009 -1.019 -1.594 -0.2045
N 1.330 0.298 -1.155 0.0778
H -1.011 2.156 3.036 0.0954
H 0.990 3.517 2.288 0.1040
H -1.671 0.310 1.896 0.0936
H 2.188 2.923 0.279 0.0797
H 1.946 -1.506 0.023 0.0993
H 1.576 -1.820 -1.512 0.0970
H -0.433 -2.981 -0.880 0.0700
H -1.754 -2.950 -2.136 0.0666
H -2.115 -2.546 -0.396 0.1088
H -1.847 -0.361 -1.307 0.1171
H -0.839 -0.832 -2.703 0.1442
```

Output
highest occupied orbital energy = -8.4 eV
SMILES = CC[C@@]12CN1c1ccccc12
LUMO = 1.001 eV
ΔE to the lowest compared entry with this formula, charge and spin = 72.8 kcal/mol
calculated total energy = -12034.832 eV
max |F| = 3.4 eV/Å

---

no.,orbital gap (hartree)
1,0.3468
2,0.3656
3,0.3667
4,0.3466